C37H68N11O2 | wB97M-V/def2-TZVPD

Structure (XYZ):
```
118
Properties=species:S:1:pos:R:3:forces:R:3:mulliken_charge:R:1
N 1.35212 -2.60129 -2.91740 -0.26 0.15 -0.70 -0.266
C 0.91253 -3.80264 -2.09143 -0.18 -0.48 0.37 -0.218
O 0.99607 -3.52295 -0.74860 -0.92 0.43 -0.41 -0.205
N 2.35486 -3.24934 -0.28373 1.17 -0.27 0.69 0.247
O 3.04294 -4.16919 -0.36469 -0.18 0.18 -0.22 -0.215
H 0.52859 -2.11502 -3.28337 0.01 0.13 0.03 0.269
H 1.90783 -1.91941 -2.39674 0.00 -0.06 0.14 0.403
H 1.87448 -2.88855 -3.74968 0.05 -0.01 -0.02 0.376
H -0.13034 -3.97328 -2.30998 -0.27 -0.02 -0.08 0.167
H 1.46756 -4.67960 -2.40356 0.47 0.02 -0.11 0.383
C -3.31213 -3.42363 -3.99446 0.03 0.10 0.00 -1.012
C -3.37539 -2.12724 -4.79633 -0.03 -0.21 0.26 -0.580
C -2.77655 -2.25122 -6.20057 -0.26 0.25 0.04 0.291
C -1.34101 -2.51515 -6.16621 -0.08 -0.05 -0.17 0.336
N -0.21146 -2.72306 -6.13920 0.20 0.01 0.48 -0.529
H -2.27787 -3.73375 -3.81314 -0.01 -0.04 -0.06 0.107
H -3.79499 -3.29583 -3.02646 0.00 -0.02 0.01 0.377
H -3.81890 -4.23595 -4.51608 0.02 -0.03 0.00 0.332
H -2.86752 -1.33246 -4.24626 -0.03 0.08 -0.08 0.320
H -4.41571 -1.82207 -4.89961 0.02 0.09 -0.09 0.342
H -2.94829 -1.32349 -6.74949 0.08 0.00 -0.04 -0.373
H -3.27581 -3.04615 -6.75653 0.10 -0.07 -0.02 0.344
C 3.40840 -4.37032 3.87970 -0.05 0.04 -0.01 -1.226
C 2.00545 -4.01999 3.39549 0.26 -0.25 0.04 0.052
C 1.40247 -2.79877 4.08682 -0.07 -0.01 -0.35 0.651
C 1.16214 -2.99970 5.51317 0.00 0.13 -0.07 0.062
N 0.93926 -3.14994 6.62863 0.03 -0.06 0.08 -0.550
H 3.40296 -4.66225 4.93023 0.00 0.03 0.02 0.369
H 3.81305 -5.20478 3.30679 0.01 -0.01 0.02 0.383
H 4.08713 -3.52278 3.76472 0.01 0.01 0.03 0.278
H 1.35340 -4.88611 3.52074 -0.09 0.06 -0.01 0.378
H 2.04146 -3.80012 2.32756 -0.08 0.03 -0.02 -0.243
H 0.45270 -2.54717 3.60907 -0.07 0.05 0.13 0.316
H 2.06024 -1.93940 3.94560 0.03 0.03 0.17 -0.464
C 2.15825 2.38538 4.38876 0.25 -0.13 -0.26 -1.301
C 2.68855 0.99516 4.06089 -0.17 0.19 0.13 0.504
C 3.54670 0.93354 2.79309 0.00 -0.17 0.24 -0.277
C 2.78925 1.22240 1.57519 0.06 0.01 0.06 0.076
N 2.18456 1.41999 0.61911 -0.04 -0.07 -0.11 -0.533
H 1.48408 2.75218 3.61206 0.00 0.02 0.00 0.444
H 1.60772 2.36960 5.31938 -0.05 0.04 0.07 0.544
H 2.98178 3.09694 4.49504 0.00 -0.01 0.01 0.131
H 1.84815 0.30198 3.97067 0.00 0.00 -0.06 0.216
H 3.30165 0.64767 4.89153 0.09 -0.08 -0.08 -0.372
H 3.97877 -0.06402 2.69231 0.06 0.03 -0.06 0.381
H 4.38422 1.62738 2.87453 0.00 0.04 -0.05 0.255
C 3.81045 0.23504 8.54372 0.03 -0.06 -0.02 -0.795
C 4.88060 -0.85101 8.55875 -0.22 0.13 0.06 -0.431
C 6.15092 -0.44940 7.79989 -0.05 -0.22 0.24 -0.507
C 5.90071 -0.27219 6.37184 0.15 0.09 0.06 0.349
N 5.70396 -0.13002 5.25050 -0.09 -0.04 -0.16 -0.466
H 3.46195 0.43859 7.52951 0.02 0.02 -0.01 0.003
H 2.94815 -0.07367 9.13273 -0.02 0.01 -0.01 0.331
H 4.19010 1.16677 8.96619 0.00 0.01 -0.01 0.341
H 4.47338 -1.77164 8.13710 0.07 -0.03 -0.02 0.286
H 5.15661 -1.07017 9.59091 0.08 -0.02 -0.02 0.316
H 6.91687 -1.21627 7.92415 0.03 0.01 -0.10 0.294
H 6.55965 0.47623 8.20790 -0.02 0.06 -0.08 0.293
C -2.76868 0.17368 -9.89870 -0.06 -0.05 0.01 -0.625
C -4.18416 0.53396 -10.32940 0.19 -0.02 0.07 -0.235
C -4.81992 1.62248 -9.45748 -0.08 -0.10 -0.24 -0.569
C -5.02859 1.18837 -8.07652 0.01 0.14 -0.03 0.292
N -5.19632 0.84544 -6.99386 0.11 -0.18 0.08 -0.459
H -2.75192 -0.24954 -8.89129 0.01 0.04 0.02 -0.129
H -2.34464 -0.56492 -10.57829 0.02 0.02 -0.02 0.311
H -2.11936 1.05052 -9.91032 0.01 0.00 0.01 0.333
H -4.80868 -0.36209 -10.31827 -0.08 0.05 0.00 0.253
H -4.15496 0.88666 -11.35770 -0.08 0.04 0.05 0.283
H -5.78551 1.90984 -9.87572 -0.05 0.02 0.09 0.335
H -4.19661 2.51798 -9.45858 0.03 0.00 0.09 0.317
C -4.85837 -1.88045 6.64203 0.01 -0.06 -0.03 -1.160
C -3.77550 -2.95319 6.67428 -0.25 0.15 0.02 -0.588
C -2.49471 -2.53246 5.94652 -0.05 -0.22 0.24 -0.163
C -2.69537 -2.35500 4.50908 0.06 0.05 0.08 0.309
N -2.85159 -2.23072 3.37848 0.04 -0.01 -0.11 -0.517
H -5.18635 -1.67626 5.62162 0.03 0.02 -0.01 0.343
H -5.72939 -2.20177 7.21202 -0.02 0.02 0.00 0.338
H -4.49777 -0.94712 7.07772 0.00 0.01 0.00 0.308
H -4.16195 -3.87643 6.23940 0.07 -0.03 -0.02 0.315
H -3.51903 -3.17255 7.71133 0.10 -0.03 -0.02 0.344
H -1.72440 -3.29023 6.09227 0.06 0.04 -0.05 0.137
H -2.10781 -1.60587 6.37339 0.02 0.05 -0.08 0.317
C 5.87339 5.27892 3.45246 -0.08 -0.03 0.02 -1.288
C 4.50793 5.74155 2.95676 0.22 -0.12 -0.01 -0.092
C 4.05959 7.06456 3.58579 -0.09 -0.12 -0.23 -0.336
C 3.84393 6.94511 5.02671 0.01 0.10 -0.06 0.184
N 3.66803 6.84025 6.15546 -0.01 -0.06 0.09 -0.472
H 5.85907 5.07584 4.52423 0.00 0.04 0.01 0.347
H 6.17224 4.36191 2.94465 0.03 -0.01 0.00 0.337
H 6.63738 6.03359 3.25875 0.01 0.00 0.01 0.394
H 3.76379 4.96814 3.15725 -0.07 0.06 0.00 0.014
H 4.54407 5.87365 1.87411 -0.06 0.06 0.00 0.343
H 3.12783 7.39456 3.12337 -0.04 0.04 0.09 0.228
H 4.79989 7.84385 3.39825 0.03 0.01 0.08 0.369
C -0.01135 7.05817 4.75097 0.03 -0.07 -0.10 -0.891
C -1.28925 6.34148 4.33211 0.16 0.21 -0.01 -0.470
C -1.85930 5.45268 5.44157 -0.12 0.09 -0.27 -0.530
C -0.95120 4.35728 5.77405 -0.12 0.05 0.19 0.287
N -0.23271 3.50642 6.04863 -0.12 -0.01 0.07 -0.440
H 0.78619 6.34602 4.96999 0.00 0.02 0.07 0.165
H 0.33574 7.71037 3.94888 0.01 0.03 0.02 0.317
H -0.17013 7.67302 5.63770 0.01 -0.01 0.02 0.308
H -1.09380 5.74023 3.44230 -0.07 -0.06 0.01 0.281
H -2.04713 7.07644 4.05669 -0.06 -0.04 0.03 0.322
H -2.81547 5.03309 5.12563 0.02 -0.10 0.05 0.300
H -2.05169 6.04014 6.34049 0.08 -0.03 0.05 0.289
C -4.07202 -3.77750 -13.01798 -0.05 0.04 0.01 -0.976
C -5.08622 -3.10824 -13.93869 0.10 -0.17 0.15 -0.418
C -4.46631 -2.01764 -14.81811 -0.25 -0.15 -0.04 -0.477
C -3.96868 -0.89139 -14.03110 0.07 -0.02 -0.15 0.283
N -3.57985 -0.00648 -13.41314 0.05 -0.01 -0.01 -0.453
H -3.65075 -3.06524 -12.30602 0.02 0.02 -0.03 0.188
H -4.54537 -4.57652 -12.44816 0.01 -0.01 0.01 0.322
H -3.25118 -4.21377 -13.58941 0.01 0.00 0.00 0.318
H -5.89810 -2.68584 -13.34444 -0.02 0.05 -0.05 0.288
H -5.52996 -3.86075 -14.59156 -0.02 0.05 -0.06 0.316
H -5.20977 -1.64370 -15.52327 0.03 0.10 0.00 0.282
H -3.64713 -2.42864 -15.40998 0.07 0.05 0.04 0.290
```
Forces are in eV/Å.

Computed properties:
- Frontier orbital gap: 8.25 eV
- LUMO: -4.43 eV
- HOMO level: -12.677 eV
- Net charge: +1
- Multiplicity: 1

C31H38N2O2P2Zr | wB97M-V/def2-TZVPD

Structure (XYZ):
```
76
Properties=species:S:1:pos:R:3:forces:R:3:mulliken_charge:R:1
Zr -0.60273 1.03142 1.01072 -0.49 1.29 -0.31 1.849
O -1.78624 0.11271 -0.21952 0.31 -0.49 -0.28 -0.606
P -1.21408 -1.11681 -1.08617 0.35 0.00 -0.07 1.283
C 0.33673 -0.49819 -1.86758 -0.09 0.01 0.16 -0.995
P 1.67757 0.33238 -0.93281 -0.05 0.06 -0.38 1.472
O 0.90539 1.49062 -0.10354 0.50 -0.56 -0.29 -0.716
C 2.84482 1.02257 -2.01516 -0.11 0.30 -0.06 0.780
C 2.65949 2.32511 -2.50843 0.11 -0.08 -0.10 -0.403
C 3.56734 2.82642 -3.42244 -0.04 0.00 0.03 -0.806
C 4.63437 2.03614 -3.84478 0.02 -0.02 -0.01 -0.534
C 4.81372 0.74640 -3.35212 0.02 0.01 -0.03 -0.765
C 3.92206 0.22771 -2.43096 0.06 0.02 0.02 -0.686
C 2.34722 -0.75110 0.27373 0.17 -0.06 0.20 0.985
C 2.61240 -2.09129 -0.01783 -0.07 -0.04 0.04 -0.276
C 3.27636 -2.87032 0.91612 0.03 -0.02 0.05 -0.876
C 3.67416 -2.31765 2.13239 0.00 -0.04 -0.03 -0.653
C 3.41763 -0.98054 2.42330 -0.01 -0.04 0.00 -1.025
C 2.76316 -0.18756 1.49227 0.06 -0.15 -0.01 -0.630
C -0.84723 -2.30932 0.17704 -0.08 -0.04 0.18 2.062
C -1.08882 -3.66092 -0.03022 0.02 -0.11 0.05 -0.845
C -0.85509 -4.57480 0.99865 0.00 0.02 0.00 -0.922
C -0.39105 -4.13900 2.22885 -0.02 -0.08 -0.01 -0.885
C -0.15028 -2.78198 2.45995 0.05 -0.04 0.04 -1.013
C -0.38783 -1.89138 1.44029 -0.21 -0.25 -0.36 -0.114
C -2.29916 -1.58825 -2.35207 -0.19 0.06 -0.06 0.829
C -1.84687 -2.47331 -3.34623 -0.04 0.03 -0.01 -0.488
C -2.70830 -2.81816 -4.36922 -0.02 -0.02 -0.01 -0.866
C -3.99412 -2.28068 -4.40694 -0.01 -0.02 -0.02 -0.543
C -4.43608 -1.40297 -3.42266 -0.01 -0.01 0.01 -0.854
C -3.59497 -1.05075 -2.38181 0.02 -0.14 -0.03 -0.394
H 0.02682 0.22244 -2.63294 -0.02 -0.01 -0.08 0.446
H 0.78613 -1.33767 -2.41146 -0.01 0.01 0.00 0.940
H 1.83607 2.94222 -2.17107 -0.01 -0.01 -0.01 0.270
H 3.45149 3.83158 -3.80620 0.01 -0.02 0.01 0.466
H 5.34037 2.43460 -4.56284 -0.01 -0.01 0.02 0.447
H 5.65687 0.15151 -3.67856 -0.02 0.02 0.00 0.468
H 4.07913 -0.76805 -2.03174 0.00 0.03 -0.01 0.340
H 2.31230 -2.53292 -0.96259 0.03 0.01 0.03 0.408
H 3.50249 -3.90534 0.69070 -0.01 0.03 0.02 0.520
H 4.21355 -2.92742 2.84763 -0.02 0.01 -0.03 0.513
H 3.77488 -0.55137 3.35166 -0.02 -0.01 -0.02 0.565
H 2.66329 0.87541 1.67764 0.00 0.09 0.00 0.757
H -1.48271 -4.00728 -0.97873 0.00 0.00 0.02 0.565
H -1.05631 -5.62674 0.83696 0.01 0.04 0.00 0.512
H -0.22078 -4.85093 3.02666 0.00 0.00 -0.01 0.500
H 0.22335 -2.45381 3.42208 -0.02 -0.01 -0.01 0.538
H -0.12076 -0.84549 1.65003 0.30 -0.65 0.37 -0.395
H -0.84690 -2.89625 -3.32661 -0.03 0.04 -0.01 0.363
H -2.38166 -3.50224 -5.14159 -0.02 0.01 0.01 0.463
H -4.66047 -2.55349 -5.21576 0.01 0.01 0.01 0.458
H -5.43889 -0.99892 -3.46650 0.02 -0.02 0.00 0.465
H -3.94486 -0.38598 -1.60243 0.02 0.01 -0.02 0.335
C 0.24586 1.26865 4.00693 -0.05 0.10 0.01 -0.954
N -0.96050 1.44629 3.13392 -0.12 0.31 0.76 -0.053
C -2.07185 0.55766 3.61007 0.00 0.01 0.04 -0.989
C -1.40176 2.89582 3.18540 -0.08 -0.03 -0.12 -0.843
C -2.32153 3.22599 2.02086 0.13 -0.05 0.10 -0.786
N -1.63744 2.94256 0.70607 -0.34 0.54 0.02 0.022
C -2.66282 2.96449 -0.39687 -0.03 0.09 0.13 -1.137
C -0.61137 4.00905 0.41312 -0.12 0.04 0.05 -1.138
H 0.03559 1.64303 5.00936 -0.04 -0.02 0.05 0.442
H 1.08525 1.84147 3.60939 0.02 0.02 -0.04 0.449
H 0.51142 0.21586 4.07809 -0.01 -0.06 -0.05 0.269
H -2.39953 0.88004 4.59860 -0.02 0.02 0.05 0.428
H -1.72917 -0.47215 3.68286 0.07 -0.03 -0.04 0.348
H -2.93127 0.60153 2.93833 -0.02 0.03 -0.05 0.408
H -0.51150 3.52284 3.16908 0.08 -0.01 0.03 0.398
H -1.91333 3.08923 4.12847 0.00 -0.05 0.09 0.498
H -2.61264 4.27562 2.07116 -0.02 0.06 -0.07 0.481
H -3.23800 2.63816 2.06097 -0.06 -0.03 -0.05 0.391
H -3.16785 3.93020 -0.39595 0.05 0.07 0.01 0.476
H -3.40136 2.18604 -0.23370 -0.03 -0.07 0.04 0.399
H -2.17750 2.81949 -1.35771 0.07 -0.02 -0.02 0.315
H -1.09019 4.98760 0.45158 -0.05 0.01 0.05 0.466
H -0.20679 3.85635 -0.58097 0.01 -0.06 -0.07 0.370
H 0.20535 3.99382 1.13375 0.03 -0.02 0.06 0.429
```
Forces are in eV/Å.

Computed properties:
- Frontier orbital gap: 6.50 eV
- LUMO: -13.11 eV
- HOMO level: -19.611 eV
- Net charge: +4
- Multiplicity: 1
- Relative energy (zero: lowest compared OMol25 entry of this formula, charge and spin): 79.26 kJ/mol

C2H4O4 | wB97M-V/def2-TZVPD

Structure (XYZ):
```
10
Properties=species:S:1:pos:R:3:forces:R:3:nbo_charge:R:1
C 0.35514 0.39256 -0.79579 1.56 0.78 -1.35 0.326
C -0.23867 -0.44969 0.21415 1.53 -0.87 0.68 0.667
O 1.12859 0.02377 0.34455 -0.10 -0.50 -0.99 -0.514
O 0.08538 1.70930 -1.04612 -0.65 2.45 0.49 -0.746
O -0.99931 0.10632 1.14536 -2.14 0.48 0.70 -0.686
O -0.36991 -1.80714 -0.05781 -0.12 0.90 -0.56 -0.698
H 0.63659 0.02860 -1.79538 0.15 -0.97 0.76 0.162
H 0.64643 2.49994 -0.77730 -0.62 -2.42 0.07 0.515
H -0.78752 -0.13184 2.05405 0.37 -0.19 -0.17 0.488
H -0.45672 -2.37182 0.71430 0.03 0.34 0.37 0.485
```
Forces are in eV/Å.

Computed properties:
- Frontier orbital gap: 10.68 eV
- LUMO: 0.51 eV
- HOMO level: -10.174 eV
- Multiplicity: 1
- Relative energy (zero: lowest compared OMol25 entry of this formula, charge and spin): 245.74 kJ/mol

Which formula does entry 1 have?
C37H68N11O2

Look up the LUMO of the second one.
-13.11 eV

The lowest HOMO level belongs to which entry?
C31H38N2O2P2Zr

The highest LUMO belongs to which entry?
C2H4O4